{
  "formula": "C15H12FeI2N2O3",
  "method": "ωB97M-V with the def2-TZVPD basis set",
  "species": ["Fe", "O", "C", "C", "C", "C", "C", "C", "C", "O", "N", "N", "C", "C", "C", "C", "C", "C", "C", "O", "H", "H", "H", "H", "H", "H", "H", "H", "H", "H", "I", "C", "I", "H", "H"],
  "coordinates": [[0.12569, -0.46567, -0.38749], [4.34169, 0.45909, -1.12845], [4.64115, 0.74182, 0.15334], [5.95298, 1.14682, 0.40366], [6.35426, 1.46598, 1.68229], [5.45998, 1.38941, 2.75056], [4.16900, 0.97424, 2.51428], [3.73626, 0.64058, 1.22525], [2.35590, 0.16505, 1.03640], [1.92017, 0.04916, -0.21223], [1.62481, -0.14858, 2.05039], [0.38312, -0.57550, 1.58712], [-0.46262, -0.96994, 2.45555], [-1.77438, -1.48439, 2.14284], [-2.61970, -1.86415, 3.19337], [-3.86239, -2.39786, 2.94681], [-4.27425, -2.56372, 1.62220], [-3.45713, -2.19649, 0.57169], [-2.19693, -1.65092, 0.81850], [-1.43735, -1.31688, -0.22424], [3.39526, 0.23117, -1.18971], [6.63469, 1.20338, -0.43492], [7.37606, 1.78107, 1.85464], [5.77596, 1.65047, 3.75127], [3.45542, 0.89602, 3.32322], [-0.15282, -0.92041, 3.49751], [-2.27472, -1.73284, 4.21306], [-4.50738, -2.68752, 3.76488], [-5.24786, -2.98905, 1.41186], [-3.76267, -2.32162, -0.45921], [0.32051, -0.66550, -2.92284], [-1.38917, 2.11698, -2.21904], [-1.01798, 2.15709, -0.18297], [-2.38859, 1.82460, -2.50206], [-0.80789, 2.80739, -2.80881]],
  "forces_ev_per_a": [[0.5, -0.4, 0.6], [-0.1, 0.0, 0.0], [-0.1, 0.0, 0.0], [0.0, 0.0, 0.1], [0.0, 0.0, 0.0], [0.0, 0.0, 0.0], [0.0, 0.0, 0.0], [0.0, 0.0, -0.1], [0.3, 0.1, -0.3], [-0.1, 0.0, 0.0], [-0.3, 0.0, 0.0], [0.1, 0.2, -0.4], [-0.2, -0.1, 0.3], [0.2, 0.1, 0.2], [0.0, 0.0, 0.1], [0.0, 0.0, -0.1], [0.0, 0.0, 0.0], [-0.2, -0.1, 0.0], [0.3, 0.2, -0.3], [-0.3, -0.2, -0.1], [0.0, 0.0, 0.0], [0.0, 0.0, 0.0], [0.0, 0.0, 0.0], [0.0, 0.0, 0.0], [0.0, 0.0, 0.0], [0.0, 0.0, 0.0], [0.0, 0.0, 0.0], [0.0, 0.0, 0.0], [0.0, 0.0, 0.0], [0.0, 0.0, 0.0], [0.0, 0.0, 0.0], [-0.2, 0.3, 0.2], [-0.1, 0.2, -0.2], [0.1, -0.1, 0.0], [0.0, -0.1, 0.0]],
  "charge": 0,
  "multiplicity": 5,
  "s2": 6.094,
  "lumo_ev": [-2.0, -1.0],
  "e_homo_ha": [-0.3026, -0.3085]
}

{
  "formula": "C33H51AsO4PRhSe2Si3",
  "method": "ωB97M-V with the def2-TZVPD basis set",
  "species": ["Rh", "O", "C", "O", "C", "C", "C", "C", "C", "C", "P", "C", "C", "C", "C", "C", "C", "C", "C", "C", "C", "C", "C", "H", "H", "H", "H", "H", "H", "H", "H", "H", "H", "H", "H", "H", "H", "O", "C", "C", "C", "O", "C", "Se", "C", "Se", "H", "H", "H", "H", "H", "H", "H", "H", "H", "H", "C", "Si", "C", "C", "As", "Si", "C", "C", "C", "Si", "C", "C", "C", "H", "H", "H", "H", "H", "H", "H", "H", "H", "H", "H", "H", "H", "H", "H", "H", "H", "H", "H", "H", "H", "H", "H", "H", "H", "H", "H"],
  "coordinates": [[0.66876, -0.18602, 0.28578], [-2.82942, -2.87182, 1.53690], [-2.42282, -1.72133, 1.54050], [-1.21443, -1.32777, 1.50329], [-3.40856, -0.57136, 1.63914], [-4.71610, -0.82977, 2.02295], [-5.59526, 0.21311, 2.23497], [-5.15043, 1.51995, 2.10439], [-3.84760, 1.77929, 1.71975], [-2.97010, 0.73357, 1.44312], [-1.21431, 1.06674, 1.01752], [-0.79309, 1.68383, 2.69162], [-0.86214, 0.75236, 3.72818], [-0.65551, 1.14041, 5.03617], [-0.34042, 2.45700, 5.32888], [-0.24334, 3.38114, 4.30316], [-0.48382, 3.00696, 2.99099], [-1.31940, 2.59026, -0.01179], [-2.44356, 2.92525, -0.76214], [-2.41884, 3.99458, -1.63858], [-1.26021, 4.73396, -1.80087], [-0.11650, 4.37865, -1.10044], [-0.14356, 3.30872, -0.22850], [-4.99586, -1.86016, 2.17462], [-6.61057, 0.01656, 2.54197], [-5.81830, 2.34040, 2.32391], [-3.49742, 2.79978, 1.66661], [-1.06566, -0.28344, 3.49753], [-0.74848, 0.41616, 5.83262], [-0.18030, 2.76055, 6.35336], [0.01167, 4.40876, 4.52266], [-0.42495, 3.74734, 2.20571], [-3.34595, 2.34194, -0.65453], [-3.30782, 4.23991, -2.20282], [-1.23796, 5.56902, -2.48352], [0.80288, 4.92591, -1.25479], [0.77023, 3.00633, 0.27286], [3.11466, 1.22502, 5.05901], [4.06213, 0.39036, 4.44389], [3.52596, -0.09099, 3.07770], [4.66226, -0.88421, 2.41900], [4.19049, -1.48787, 1.24588], [3.14635, 1.14640, 2.26271], [2.81312, 0.93648, 0.33416], [2.33308, -0.99281, 3.38738], [1.45227, -1.94416, 1.92080], [3.49274, 1.58694, 5.86777], [4.26822, -0.48889, 5.07412], [5.01427, 0.91739, 4.29300], [5.02667, -1.64574, 3.12479], [5.49348, -0.19873, 2.19355], [4.86304, -2.06579, 0.86881], [3.96005, 1.87525, 2.32733], [2.24606, 1.59436, 2.69391], [1.56596, -0.39779, 3.89053], [2.66406, -1.77659, 4.07549], [-2.33272, 0.64180, -3.58631], [-0.43952, 0.35253, -3.68192], [-0.02206, -0.54619, -5.32743], [0.45995, 2.04236, -3.58058], [0.24439, -1.10892, -1.92162], [2.26947, -2.06228, -2.76639], [2.22565, -3.20429, -4.31462], [3.37383, -0.55827, -3.19422], [3.02736, -3.09887, -1.35034], [-1.42034, -2.83263, -1.84277], [-3.12938, -2.07045, -1.44869], [-1.68695, -3.67827, -3.54992], [-0.69905, -4.06283, -0.57745], [-2.66325, 1.43839, -4.24855], [-2.60844, 0.92599, -2.57282], [-2.88090, -0.26151, -3.84682], [-0.48056, -0.07815, -6.19312], [-0.36094, -1.57866, -5.28439], [1.05201, -0.55611, -5.48260], [-0.18781, 2.87231, -3.84974], [1.33360, 2.08888, -4.22326], [0.79484, 2.21034, -2.55917], [2.32333, -2.63874, -5.23459], [1.31190, -3.78532, -4.37700], [3.05593, -3.90181, -4.27102], [2.95945, 0.00385, -4.02676], [4.38634, -0.84778, -3.45529], [3.42720, 0.11379, -2.33892], [2.53629, -4.06459, -1.25513], [2.89977, -2.57045, -0.40677], [4.09056, -3.27411, -1.49542], [-3.77144, -2.03412, -2.32400], [-3.02344, -1.05924, -1.06239], [-3.63722, -2.65394, -0.68828], [-2.17092, -3.00352, -4.25056], [-2.33023, -4.54428, -3.43595], [-0.75783, -4.01401, -3.99670], [-0.06490, -3.51315, 0.12174], [-0.09866, -4.83209, -1.05796], [-1.47102, -4.54103, 0.01667]],
  "forces_ev_per_a": [[0.0, -1.4, 2.6], [0.0, -0.3, 0.1], [-0.7, 0.2, -0.1], [0.6, 0.3, -0.5], [0.1, -0.1, 0.0], [0.1, 0.0, 0.0], [0.0, 0.0, 0.1], [0.0, 0.1, 0.0], [0.2, 0.1, 0.0], [-0.2, -0.6, -0.4], [0.5, 0.6, 0.0], [0.3, -0.1, 0.0], [0.1, -0.1, 0.0], [0.0, 0.0, 0.1], [0.0, 0.1, 0.0], [0.0, 0.1, 0.1], [0.1, -0.1, -0.2], [0.1, -0.3, -0.2], [0.0, -0.2, 0.2], [0.0, 0.1, -0.1], [0.0, 0.0, 0.0], [0.0, 0.2, 0.0], [0.1, -0.1, 0.2], [-0.1, -0.1, 0.0], [-0.1, 0.0, 0.0], [0.0, 0.1, 0.0], [0.0, 0.1, -0.1], [0.0, -0.1, 0.0], [0.1, -0.1, 0.0], [0.0, 0.0, 0.1], [0.0, 0.1, 0.0], [0.0, 0.0, 0.0], [-0.1, 0.0, -0.1], [0.0, 0.0, 0.0], [0.0, 0.1, -0.1], [0.1, 0.0, 0.0], [0.0, 0.0, 0.0], [-0.3, 0.3, 0.3], [0.4, -0.4, -0.3], [0.2, -0.1, 0.1], [0.2, 0.2, 0.3], [0.5, -0.5, -0.2], [-0.2, -0.1, 0.0], [-1.2, 0.1, 0.0], [0.1, -0.2, -0.1], [-0.3, 1.7, -0.4], [-0.1, -0.1, -0.1], [0.0, 0.0, -0.1], [0.0, 0.0, -0.1], [0.0, 0.1, 0.0], [0.0, 0.0, 0.1], [0.0, 0.1, 0.1], [-0.1, 0.0, 0.0], [0.2, 0.0, -0.1], [0.0, -0.2, -0.1], [-0.1, 0.0, 0.0], [0.7, -0.3, 0.2], [-0.3, 0.3, -0.8], [-0.2, 0.3, 0.7], [-0.2, -0.8, 0.2], [-0.5, 0.2, -1.4], [1.1, -0.3, -0.1], [-0.4, 0.6, 0.6], [-0.6, -0.4, 0.4], [-0.5, 0.6, -0.3], [-0.6, -0.6, -0.3], [0.7, -0.1, 0.1], [0.5, 0.5, 0.6], [-0.2, 0.6, -0.3], [0.1, 0.1, -0.2], [-0.1, 0.0, 0.1], [0.0, -0.1, 0.0], [-0.1, 0.2, -0.1], [-0.1, -0.1, 0.0], [0.2, 0.0, 0.0], [-0.2, 0.0, 0.0], [0.2, -0.1, -0.1], [0.0, 0.0, 0.1], [0.0, 0.2, -0.2], [-0.1, -0.1, 0.0], [0.2, -0.1, 0.2], [-0.1, 0.1, -0.2], [0.2, -0.2, -0.1], [0.0, 0.0, 0.1], [-0.1, -0.1, -0.1], [0.0, 0.0, 0.1], [0.2, 0.0, -0.2], [0.1, 0.0, -0.3], [-0.1, 0.1, 0.1], [0.0, -0.1, 0.2], [-0.1, 0.2, -0.1], [-0.2, -0.2, 0.2], [0.2, -0.1, -0.1], [-0.1, -0.1, 0.0], [0.1, 0.0, -0.2], [-0.2, 0.0, 0.0]],
  "charge": 0,
  "lumo_ev": [-1.3, -1.0],
  "e_homo_ha": [-0.2456, -0.2568]
}

{
  "formula": "C32H45BrO8P2SiTi",
  "method": "ωB97M-V with the def2-TZVPD basis set",
  "species": ["Ti", "C", "C", "C", "O", "P", "O", "C", "P", "O", "O", "C", "C", "C", "O", "C", "C", "C", "O", "C", "C", "C", "H", "H", "H", "H", "H", "H", "H", "H", "H", "H", "H", "H", "H", "H", "H", "H", "H", "H", "H", "H", "H", "H", "H", "H", "H", "H", "H", "H", "H", "H", "Br", "C", "C", "C", "C", "C", "C", "C", "O", "O", "H", "H", "H", "H", "C", "C", "C", "C", "C", "C", "Si", "C", "C", "C", "C", "C", "C", "H", "H", "H", "H", "H", "H", "H", "H", "H", "H", "H"],
  "coordinates": [[-0.02077, 0.62402, 0.13333], [3.45453, -2.09932, 1.13799], [2.98936, -3.19230, 0.20094], [4.10070, -4.10381, -0.24795], [2.41864, -2.62866, -1.04159], [1.23148, -1.64503, -1.17459], [1.50402, -0.20686, -0.82265], [-0.16532, -2.30414, -0.18048], [-1.67248, -1.41070, -0.68053], [-1.29743, -0.04137, -1.20798], [-2.41061, -2.18351, -1.81415], [-2.98289, -3.53771, -1.63520], [-2.14540, -4.50866, -2.43457], [-4.42056, -3.49422, -2.08963], [-2.53389, -1.43462, 0.60578], [-3.97194, -1.05286, 0.66185], [-4.05990, 0.26349, 1.39114], [-4.71223, -2.17340, 1.34996], [0.79158, -1.72210, -2.65714], [1.06927, -2.75312, -3.68209], [2.47070, -2.57581, -4.21396], [0.01632, -2.55404, -4.74129], [3.69396, -2.54549, 2.10307], [2.69973, -1.33190, 1.30057], [4.35149, -1.61563, 0.74603], [2.20250, -3.78554, 0.66753], [4.91745, -3.51889, -0.67513], [3.74583, -4.81471, -0.99630], [4.48103, -4.66331, 0.60847], [0.00787, -2.12113, 0.87994], [-0.26869, -3.37771, -0.35772], [-2.92825, -3.79188, -0.57560], [-2.20890, -4.28064, -3.50055], [-2.51993, -5.52185, -2.27541], [-1.09327, -4.48418, -2.13467], [-4.46889, -3.14626, -3.12433], [-5.02588, -2.83232, -1.47146], [-4.84951, -4.49773, -2.03801], [-4.31430, -0.93020, -0.36343], [-3.66828, 0.16679, 2.40757], [-5.10946, 0.56144, 1.44744], [-3.49844, 1.04664, 0.88367], [-4.31750, -2.30868, 2.35950], [-4.62641, -3.11809, 0.81288], [-5.77142, -1.91795, 1.42419], [0.96070, -3.72944, -3.20802], [2.57770, -1.57971, -4.64969], [2.65303, -3.31884, -4.99163], [3.21969, -2.70193, -3.43380], [0.20980, -1.63245, -5.29361], [-0.97446, -2.48341, -4.29405], [0.03445, -3.39319, -5.43938], [-2.36661, 2.97680, 3.74126], [-0.91969, 2.04101, 4.49752], [-0.68828, 2.29572, 5.84300], [0.37134, 1.69360, 6.49980], [1.21992, 0.83347, 5.82237], [0.98454, 0.57320, 4.48847], [-0.08150, 1.15693, 3.80800], [-0.18187, 0.77393, 2.38625], [0.77637, 0.12023, 1.82296], [-1.11605, 1.06719, 1.60236], [-1.34678, 2.97398, 6.36952], [0.53173, 1.90086, 7.55298], [2.05737, 0.37189, 6.33111], [1.63274, -0.08952, 3.93444], [1.44636, 5.39398, 3.33703], [2.04224, 4.20751, 2.93233], [1.56507, 3.54319, 1.80556], [0.47952, 4.02831, 1.06554], [-0.09714, 5.23035, 1.49282], [0.38071, 5.91053, 2.60698], [-0.20359, 3.09454, -0.44121], [0.81387, 3.71563, -1.88807], [0.39677, 4.80891, -2.65290], [1.21612, 5.34980, -3.63909], [2.47177, 4.80249, -3.87840], [2.89875, 3.70444, -3.13993], [2.07284, 3.16697, -2.15864], [1.81874, 5.92115, 4.20780], [2.87730, 3.79917, 3.49549], [2.07276, 2.64175, 1.49207], [-0.94405, 5.64111, 0.94566], [-0.08000, 6.84488, 2.90895], [-1.57242, 3.64640, -0.61520], [-0.58201, 5.25009, -2.47420], [0.87631, 6.20210, -4.21866], [3.11713, 5.23228, -4.63614], [3.87620, 3.26980, -3.32945], [2.41868, 2.30827, -1.59366]],
  "forces_ev_per_a": [[0.9, 1.7, -3.1], [0.1, 0.1, -0.1], [0.1, 0.1, 0.0], [0.1, -0.1, -0.1], [0.3, -0.2, 0.3], [0.1, 0.0, -0.5], [0.5, -1.0, -0.2], [0.1, 0.4, -0.5], [-0.3, -0.4, -0.5], [-0.6, -0.9, 0.0], [-0.1, -0.2, -0.1], [0.1, 0.0, 0.0], [0.1, 0.0, -0.1], [-0.1, 0.1, -0.1], [-0.2, -0.3, 0.2], [0.0, 0.3, 0.1], [-0.1, 0.1, 0.1], [0.1, -0.1, 0.1], [0.1, -0.2, -0.2], [0.0, 0.1, 0.0], [0.1, 0.1, 0.0], [-0.1, 0.1, -0.1], [0.1, 0.0, 0.0], [-0.1, 0.0, 0.0], [-0.1, 0.0, 0.0], [-0.2, 0.0, 0.0], [0.0, -0.1, 0.0], [0.0, 0.0, 0.1], [0.0, 0.0, 0.0], [0.1, -0.1, 0.1], [0.0, 0.0, 0.0], [0.0, 0.1, 0.1], [0.0, 0.0, 0.1], [0.0, 0.1, 0.0], [-0.1, 0.0, 0.0], [0.0, -0.1, 0.1], [0.0, 0.0, 0.0], [0.0, 0.1, 0.0], [0.0, 0.0, -0.2], [-0.1, 0.0, -0.1], [0.1, 0.0, 0.0], [-0.1, 0.0, 0.0], [-0.1, 0.0, 0.0], [0.0, 0.0, 0.0], [0.1, 0.0, 0.0], [0.0, 0.0, 0.1], [0.0, -0.1, 0.0], [0.0, 0.0, 0.0], [0.0, 0.0, 0.0], [0.0, -0.1, 0.0], [0.0, 0.0, 0.0], [0.0, 0.1, 0.0], [0.0, -0.1, -0.3], [0.0, 0.0, 0.1], [0.0, 0.0, -0.1], [0.0, 0.1, 0.2], [0.1, -0.1, 0.0], [0.2, -0.1, 0.2], [-0.1, 0.0, -0.3], [0.3, 0.3, 1.1], [0.7, -0.6, 1.3], [-2.1, 1.0, 2.1], [0.0, 0.0, 0.0], [0.0, 0.0, -0.1], [-0.1, 0.0, 0.0], [0.0, 0.0, 0.0], [0.0, 0.0, -0.1], [0.0, 0.0, 0.0], [-0.1, 0.3, 0.1], [0.0, 0.0, 0.2], [-0.1, 0.0, 0.0], [0.0, -0.1, 0.0], [0.4, 0.5, 0.3], [0.1, 0.0, -0.3], [0.0, 0.0, -0.1], [0.0, 0.0, 0.0], [-0.1, 0.0, 0.1], [0.0, 0.0, 0.0], [0.0, 0.1, -0.1], [0.0, 0.0, 0.0], [-0.1, 0.0, -0.1], [0.1, -0.2, 0.0], [0.1, 0.0, 0.1], [0.0, -0.1, 0.0], [-0.2, 0.0, 0.0], [0.1, 0.0, 0.0], [0.0, -0.1, 0.1], [-0.1, 0.0, 0.0], [-0.1, 0.0, 0.0], [0.0, 0.0, 0.0]],
  "charge": 1,
  "multiplicity": 2,
  "s2": 0.755,
  "lumo_ev": [-2.4, -2.5],
  "e_homo_ha": [-0.3591, -0.3624]
}

{
  "formula": "C2H7Cl3Si3",
  "method": "ωB97M-V with the def2-TZVPD basis set",
  "species": ["C", "C", "Si", "Si", "Si", "Cl", "Cl", "Cl", "H", "H", "H", "H", "H", "H", "H"],
  "coordinates": [[-2.03525, -0.78405, 0.61693], [-0.29052, 0.89106, -0.40923], [-0.27940, -0.98577, -0.37513], [-1.66695, 1.15396, 0.66538], [4.44025, -0.69031, 1.65072], [3.48679, -0.46724, 3.33960], [5.22791, -2.53965, 1.70760], [5.93453, 0.60668, 1.61833], [-2.99796, -0.98680, 0.23119], [-1.94320, -1.41343, 1.45554], [3.55697, -0.92915, 0.44100], [0.52811, 1.49616, -0.75117], [0.34667, -2.12325, 0.24075], [0.22736, -1.19598, -1.81590], [-2.51851, 2.03530, 1.50305]],
  "forces_ev_per_a": [[1.5, 1.4, -1.2], [0.1, 0.6, 1.8], [-2.2, 1.9, -1.4], [1.2, -3.4, -0.7], [-0.5, -1.6, -1.9], [-1.3, 0.5, 1.5], [0.6, -0.9, 0.1], [0.7, 1.0, -0.4], [-0.9, -0.4, -0.9], [0.1, -0.4, 1.6], [0.4, 1.0, 0.7], [0.0, 0.5, -0.3], [0.8, -0.2, 1.1], [-0.9, -0.4, 0.5], [0.3, 0.4, -0.4]],
  "charge": 0,
  "lumo_ev": -0.1,
  "e_homo_ha": -0.3146
}

Which energy relative to the best compared isomer or geometry (same formula, charge and spin) belongs to each record? In order, 0.731, 2.875, 1.286, 0.258 eV.
Which energy belongs to each record? In order, -2773.10543, -9948.12390, -6244.06019, -2329.47051 a.u..